Record 1
{
  "formula": "C38H80N11O12P",
  "method": "ωB97M-V/def2-TZVPD",
  "orbital_gap_ev": 7.65,
  "total_energy_ev": -90948.4621,
  "fmax_ev_per_a": 4.7,
  "relative_energy_kj_mol": 271.2,
  "total_charge": 0,
  "species": ["P", "O", "O", "O", "O", "O", "O", "O", "O", "O", "O", "O", "O", "N", "N", "N", "N", "N", "N", "N", "N", "N", "N", "N", "C", "C", "C", "C", "C", "C", "C", "C", "C", "C", "C", "C", "C", "C", "C", "C", "C", "C", "C", "C", "C", "C", "C", "C", "C", "C", "C", "C", "C", "C", "C", "C", "C", "C", "C", "C", "C", "C", "H", "H", "H", "H", "H", "H", "H", "H", "H", "H", "H", "H", "H", "H", "H", "H", "H", "H", "H", "H", "H", "H", "H", "H", "H", "H", "H", "H", "H", "H", "H", "H", "H", "H", "H", "H", "H", "H", "H", "H", "H", "H", "H", "H", "H", "H", "H", "H", "H", "H", "H", "H", "H", "H", "H", "H", "H", "H", "H", "H", "H", "H", "H", "H", "H", "H", "H", "H", "H", "H", "H", "H", "H", "H", "H", "H", "H", "H", "H", "H"],
  "positions_angstrom": [[-5.455, 2.369, 0.815], [-2.624, 1.940, -0.191], [3.550, -1.366, -0.672], [-2.579, 3.771, 2.224], [2.352, -5.112, -0.923], [10.218, 6.673, 4.896], [-7.103, 2.559, 0.650], [-4.742, -5.184, 3.458], [1.843, 2.321, 2.439], [7.756, 2.122, 2.726], [-4.992, 2.318, 2.410], [-5.615, -3.365, -7.852], [-7.375, -3.587, -2.173], [-4.314, -4.949, -8.841], [5.131, -2.712, -1.613], [0.760, -6.550, -0.167], [8.912, 8.394, 5.623], [-5.179, 1.295, -2.685], [-2.441, -1.378, -1.238], [3.697, 1.507, 1.412], [-3.732, -4.545, 1.519], [-6.360, -2.898, -4.095], [-2.271, 5.903, 1.518], [8.166, 4.247, 2.021], [-6.413, -3.151, -2.782], [-6.700, -0.555, 1.146], [-3.281, 0.754, 0.078], [-3.093, -5.269, -9.554], [-5.253, -6.014, -8.535], [7.656, 8.822, 6.207], [-0.330, 0.397, 2.155], [9.185, 7.096, 5.383], [-4.608, -3.691, -8.452], [8.296, 3.204, 2.867], [-6.875, -1.499, 2.160], [6.228, -1.954, -1.038], [2.705, 2.393, 1.577], [9.911, 9.394, 5.283], [-1.237, 1.842, 0.147], [-0.910, 1.810, 1.673], [-1.645, 7.194, 1.724], [-4.927, -4.789, 0.727], [4.691, 1.637, 0.367], [-3.140, 5.711, 0.364], [8.838, 5.513, 2.245], [-4.842, 0.825, -0.126], [-5.161, -2.371, -4.717], [-2.536, -4.059, 0.856], [-7.532, -3.152, -4.915], [0.868, -6.061, 1.197], [-2.819, -0.412, -0.792], [-3.772, -4.778, 2.848], [-1.422, -0.406, 2.963], [5.427, -3.863, -2.441], [3.864, -2.322, -1.360], [-0.185, -7.609, -0.464], [-5.178, 1.011, -1.594], [1.544, -6.002, -1.116], [-2.077, 4.873, 2.356], [-5.381, -0.582, 0.405], [3.773, 0.373, 2.316], [7.323, 4.085, 0.852], [-4.612, -0.970, 1.112], [-4.368, -2.234, -3.983], [-2.167, 0.291, 3.393], [6.177, -0.920, -1.383], [-1.758, 2.126, 2.326], [5.681, 1.704, 0.824], [9.495, 5.725, 1.399], [-8.368, -2.556, -4.545], [-1.406, 5.112, 3.197], [-4.018, 2.395, 2.378], [-1.985, -1.031, 2.238], [4.620, -0.259, 2.063], [-6.217, -5.792, -8.994], [-1.194, -7.277, -0.209], [-4.137, 5.427, 0.703], [7.706, 3.262, 0.245], [6.025, -3.549, -3.300], [1.387, -6.440, -2.116], [-0.027, -0.188, 1.269], [0.063, -8.493, 0.127], [-5.743, -4.168, 1.099], [-7.327, -2.895, -5.952], [-5.462, -2.901, -2.274], [10.129, 9.341, 4.216], [-7.564, 2.155, 1.411], [5.990, -4.595, -1.857], [-3.151, 0.526, 1.157], [-7.583, -2.316, 1.931], [2.730, 3.217, 0.842], [-4.826, -3.065, -5.489], [-0.981, -1.039, 3.750], [-0.091, 2.564, 1.858], [-1.017, 7.434, 0.863], [-1.725, -3.922, 1.572], [-5.219, -5.836, 0.823], [4.507, -4.325, -2.796], [7.013, 7.966, 6.406], [-0.153, -7.868, -1.521], [2.850, -0.204, 2.243], [10.830, 9.190, 5.834], [1.889, -6.203, 1.554], [8.955, 3.421, 3.724], [6.310, 3.839, 1.173], [-3.199, 6.628, -0.218], [4.645, 0.756, -0.276], [-5.394, -1.407, -5.175], [-5.398, -1.292, -0.443], [7.181, -2.390, -1.331], [-7.801, -4.207, -4.845], [7.852, 9.346, 7.145], [-6.406, -1.419, 3.148], [-5.392, -6.076, -7.454], [0.640, -4.994, 1.219], [9.547, 10.388, 5.533], [-0.714, 0.988, -0.327], [3.111, -2.961, -1.841], [-2.493, -4.374, -9.711], [7.146, 9.498, 5.516], [8.088, 6.304, 2.332], [7.310, 5.000, 0.263], [9.430, 5.483, 3.158], [-1.028, 7.183, 2.622], [-2.225, -4.782, 0.097], [-2.746, 4.906, -0.258], [-2.513, -5.990, -8.975], [6.143, -1.959, 0.050], [0.176, -6.596, 1.844], [-2.418, 7.958, 1.831], [0.527, 0.502, 2.832], [3.878, 0.734, 3.341], [8.364, 6.420, 5.676], [-4.880, -6.965, -8.910], [-0.769, 2.751, -0.271], [-7.545, 0.109, 0.924], [4.512, 2.529, -0.234], [-2.815, -4.561, 3.354], [-4.739, -4.556, -0.319], [-3.343, -5.705, -10.524], [-2.756, -3.106, 0.377], [-3.833, -2.958, -8.732]],
  "forces_ev_per_a": [[1.5, 3.9, -2.0], [0.3, -0.5, -0.5], [0.3, 0.1, 0.1], [-0.7, 0.8, 0.2], [0.0, 0.0, 0.0], [0.0, 0.2, 0.0], [0.9, -1.6, 1.8], [0.0, 0.0, -0.1], [0.6, 0.3, 0.1], [-0.1, 0.1, -0.1], [-1.1, -1.7, -0.8], [0.0, -0.1, 0.0], [0.0, 0.0, -0.1], [0.1, 0.2, 0.0], [-0.1, 0.0, 0.0], [0.0, 0.0, -0.2], [-0.1, -0.2, 0.0], [-0.4, 0.4, -2.9], [0.7, -2.0, -1.4], [-0.1, 0.3, -0.1], [0.2, 0.0, 0.2], [0.1, 0.0, 0.0], [0.1, 0.0, 0.1], [0.1, 0.0, 0.2], [0.0, 0.1, 0.3], [0.5, -1.0, 0.7], [-1.0, 0.0, -0.4], [-0.2, -0.2, 0.1], [-0.1, 0.2, 0.1], [0.2, 0.1, -0.1], [-1.4, 0.3, 0.5], [-0.1, -0.1, 0.1], [0.1, 0.0, -0.1], [0.0, 0.0, 0.1], [-0.5, 0.4, -0.8], [-0.3, 0.1, 0.1], [0.1, -0.1, 0.0], [0.1, -0.2, -0.1], [1.1, 1.0, 0.8], [1.2, -1.0, 0.5], [-0.2, -0.1, -0.2], [0.0, 0.0, 0.3], [0.2, -0.3, 0.1], [0.0, -0.2, 0.1], [-0.2, -0.2, -0.2], [-1.0, -1.8, 0.1], [-0.2, 0.0, -0.2], [-0.4, -0.1, 0.0], [-0.1, 0.0, 0.2], [0.2, 0.2, -0.1], [-0.5, 2.6, 2.4], [0.0, 0.0, 0.0], [0.0, 0.2, -1.1], [0.2, 0.2, 0.1], [-0.2, -0.2, -0.1], [0.1, 0.2, 0.3], [1.1, -0.1, 4.5], [-0.1, 0.0, 0.0], [0.0, 0.3, 0.1], [0.7, 2.1, 1.0], [-0.2, 0.1, 0.2], [0.0, -0.2, 0.2], [-0.5, -0.1, -0.3], [-0.1, 0.0, 0.1], [0.5, -0.4, 0.1], [0.1, 0.0, 0.1], [0.9, -0.7, -0.9], [0.0, 0.0, -0.1], [0.0, 0.2, 0.1], [0.0, -0.1, 0.0], [0.0, 0.0, 0.0], [-0.2, 0.6, 0.2], [0.2, 0.0, 0.6], [0.0, 0.1, -0.1], [0.0, -0.1, 0.1], [0.0, -0.1, 0.0], [0.0, -0.1, -0.1], [-0.1, 0.0, -0.1], [0.0, -0.1, 0.0], [0.0, 0.0, 0.0], [0.1, 0.2, 0.4], [-0.1, -0.1, -0.1], [-0.1, -0.1, -0.1], [0.1, 0.0, 0.1], [0.0, 0.0, 0.0], [0.1, 0.1, 0.0], [-0.3, 0.1, -0.4], [0.0, -0.1, -0.1], [0.1, -0.5, -0.6], [-1.1, 1.3, 1.3], [0.0, 0.0, 0.0], [0.1, 0.1, 0.0], [-0.3, 0.2, -0.3], [-1.1, -0.8, -0.2], [0.0, 0.1, 0.1], [-0.1, 0.0, 0.0], [-0.1, 0.0, -0.1], [0.0, 0.0, 0.1], [0.1, 0.0, 0.0], [0.0, 0.1, 0.0], [0.1, -0.1, 0.0], [0.0, 0.1, -0.1], [-0.1, 0.1, 0.1], [0.0, 0.1, 0.0], [0.0, 0.0, -0.2], [0.1, 0.0, 0.1], [0.0, 0.1, 0.0], [0.2, 0.0, -0.1], [-0.4, 0.1, 0.5], [-0.1, 0.0, 0.0], [-0.1, 0.0, -0.1], [-0.2, 0.0, 0.0], [1.4, -1.2, -1.0], [-0.1, -0.1, 0.0], [0.1, 0.0, 0.1], [-0.1, -0.1, 0.0], [-0.6, 0.2, -0.1], [0.1, 0.0, 0.0], [-0.1, 0.0, 0.0], [-0.1, 0.0, 0.1], [0.1, 0.1, 0.0], [0.1, 0.0, 0.1], [0.0, 0.0, -0.1], [0.0, -0.1, 0.0], [0.1, 0.1, -0.1], [-0.2, 0.0, 0.0], [0.1, 0.0, -0.1], [0.1, 0.1, 0.0], [0.0, 0.0, -0.1], [0.1, 0.1, 0.0], [-0.2, 0.3, -0.5], [0.0, -0.1, 0.0], [0.0, 0.0, 0.0], [0.1, 0.1, 0.0], [-0.5, -0.4, 0.0], [-0.1, -1.3, -1.7], [-0.1, 0.0, 0.1], [0.0, 0.0, -0.1], [0.1, 0.0, 0.1], [0.2, 0.0, 0.0], [0.2, 0.0, -0.1], [0.0, 0.0, 0.0]]
}

=====

Record 2
{
  "formula": "C18H19N3O5S2",
  "method": "ωB97M-V/def2-TZVPD",
  "orbital_gap_ev": 8.34,
  "total_energy_ev": -55348.0327,
  "fmax_ev_per_a": 5.0,
  "relative_energy_kj_mol": 488.5,
  "total_charge": 0,
  "species": ["S", "S", "O", "O", "O", "O", "O", "N", "N", "N", "C", "C", "C", "C", "C", "C", "C", "C", "C", "C", "C", "C", "C", "C", "C", "C", "C", "C", "H", "H", "H", "H", "H", "H", "H", "H", "H", "H", "H", "H", "H", "H", "H", "H", "H", "H", "H"],
  "positions_angstrom": [[2.389, 1.246, 0.643], [-5.150, 2.544, 5.875], [-3.426, 0.250, 4.877], [-3.768, 2.263, 8.079], [2.469, 1.238, -4.396], [3.176, 0.618, 1.746], [2.252, 2.720, 0.726], [-0.393, -0.276, 2.383], [0.889, 0.442, 0.735], [4.297, -1.210, -4.568], [3.822, -0.584, -3.333], [3.773, -0.559, -5.749], [-0.415, 2.105, 1.951], [-1.457, 2.321, 2.815], [4.281, -1.017, -2.139], [2.976, 0.596, -0.855], [-2.939, 1.257, 4.541], [-5.812, 0.862, 7.952], [2.842, 0.530, -3.292], [0.104, 0.802, 1.773], [3.981, -0.464, -0.954], [-1.917, 1.279, 3.568], [-3.516, 2.519, 5.055], [-1.416, -0.034, 3.255], [3.046, 0.830, -5.628], [4.642, -2.635, -4.734], [-4.823, 1.908, 7.494], [2.497, 1.162, -2.071], [-5.533, 0.577, 8.982], [4.410, -0.913, -0.042], [0.086, 2.963, 1.509], [3.870, 1.467, -5.689], [5.827, -2.644, -4.560], [4.571, -2.833, -5.769], [2.523, 1.043, -6.527], [1.802, 2.022, -1.922], [-1.941, 3.317, 2.838], [0.887, -0.556, 0.563], [-2.690, 2.930, 5.684], [-5.808, -0.026, 7.242], [3.256, -1.253, -6.330], [4.707, -0.364, -6.324], [4.023, -3.299, -4.188], [-1.867, -0.975, 3.723], [-6.789, 1.372, 7.848], [4.967, -1.873, -2.128], [-3.834, 3.202, 4.212]],
  "forces_ev_per_a": [[2.1, -0.4, 3.8], [0.2, -0.4, -0.6], [-1.7, -4.3, 1.8], [-3.4, -1.4, -1.4], [-1.3, -1.3, -0.5], [-1.1, 1.4, -2.3], [-0.4, -3.1, -1.0], [-2.1, 0.8, 1.6], [1.8, 1.7, -1.9], [-2.4, 2.0, 2.4], [-1.6, 0.6, -3.0], [1.4, 1.0, -0.1], [1.1, 0.4, -0.1], [0.2, 1.3, -0.2], [1.5, -1.8, 0.2], [1.7, -0.8, -2.5], [-1.8, 2.4, -0.2], [0.2, 0.1, -0.3], [1.8, 0.4, 0.4], [-2.5, 0.1, 0.8], [-2.4, 1.7, 3.2], [1.7, -3.1, -1.5], [-0.2, 2.7, 0.2], [0.9, -0.7, -0.2], [2.4, -1.2, 1.1], [3.6, 2.6, 0.7], [4.0, 0.2, 1.2], [0.1, -1.3, 1.2], [-0.5, 0.1, -0.5], [-0.4, 0.6, -0.5], [-0.3, -0.4, -0.4], [1.5, 1.4, -0.3], [-2.6, -0.9, 0.2], [-0.3, -0.4, -1.2], [-1.5, -0.1, -0.2], [0.6, -0.7, -1.0], [0.6, -0.6, 0.3], [0.5, 0.0, 0.2], [-0.9, 0.5, -0.3], [0.1, 1.2, 0.9], [-1.5, -1.1, -0.9], [-0.7, 0.3, -0.3], [-0.2, -0.7, 0.8], [0.7, 1.8, -0.5], [0.1, -0.6, 0.4], [-0.2, 0.4, -0.1], [1.2, -0.4, 0.7]]
}

=====

Record 3
{
  "formula": "C4H5O2Tl",
  "method": "ωB97M-V/def2-TZVPD",
  "orbital_gap_ev": [5.24, 7.37],
  "total_energy_ev": -12990.8232,
  "fmax_ev_per_a": 9.8,
  "relative_energy_kj_mol": 361.4,
  "total_charge": 2,
  "species": ["Tl", "O", "O", "C", "C", "C", "C", "H", "H", "H", "H", "H"],
  "positions_angstrom": [[-1.577, -2.470, 1.052], [-0.166, -1.762, -0.181], [1.097, 2.417, 0.121], [-0.863, -0.789, 0.285], [0.375, 0.680, -1.413], [0.890, 1.073, -0.106], [-0.590, 0.542, -0.232], [-1.382, 1.283, -0.138], [2.023, 2.634, -0.026], [1.563, 0.385, 0.415], [0.663, -0.348, -1.792], [0.139, 1.474, -2.121]],
  "forces_ev_per_a": [[-5.9, -5.7, 5.4], [2.4, 3.7, -1.7], [-1.7, -2.3, -1.2], [4.3, 1.1, -4.1], [-2.6, -2.5, -2.6], [1.0, 1.5, 3.9], [-0.1, 2.1, -0.2], [0.4, 0.2, 0.1], [1.2, 0.4, 0.6], [0.4, 0.3, -0.5], [0.4, 1.6, 0.3], [0.2, -0.2, 0.1]]
}

=====

Copy entry 3 word for word.
{
  "formula": "C4H5O2Tl",
  "method": "ωB97M-V/def2-TZVPD",
  "orbital_gap_ev": [5.24, 7.37],
  "total_energy_ev": -12990.8232,
  "fmax_ev_per_a": 9.8,
  "relative_energy_kj_mol": 361.4,
  "total_charge": 2,
  "species": ["Tl", "O", "O", "C", "C", "C", "C", "H", "H", "H", "H", "H"],
  "positions_angstrom": [[-1.577, -2.470, 1.052], [-0.166, -1.762, -0.181], [1.097, 2.417, 0.121], [-0.863, -0.789, 0.285], [0.375, 0.680, -1.413], [0.890, 1.073, -0.106], [-0.590, 0.542, -0.232], [-1.382, 1.283, -0.138], [2.023, 2.634, -0.026], [1.563, 0.385, 0.415], [0.663, -0.348, -1.792], [0.139, 1.474, -2.121]],
  "forces_ev_per_a": [[-5.9, -5.7, 5.4], [2.4, 3.7, -1.7], [-1.7, -2.3, -1.2], [4.3, 1.1, -4.1], [-2.6, -2.5, -2.6], [1.0, 1.5, 3.9], [-0.1, 2.1, -0.2], [0.4, 0.2, 0.1], [1.2, 0.4, 0.6], [0.4, 0.3, -0.5], [0.4, 1.6, 0.3], [0.2, -0.2, 0.1]]
}